C48H59AsBrF3LuO3P2 as an isolated structure, computed with ωB97M-V with the def2-TZVPD basis set.

For the HOMO-LUMO gap, the calculation gives 8.01 eV. As for the highest occupied orbital energy: -10.25 eV.

The geometry in ORCA input format:
```
! wB97M-V def2-TZVPD RIJCOSX def2/J DEFGRID3
* xyz 1 1
Lu -2.047 -0.706 -0.132
C 1.244 1.492 -7.193
C 0.090 2.126 -6.416
C 0.349 3.633 -6.288
C -1.204 1.911 -7.206
C -0.025 1.530 -5.012
C -1.229 1.595 -4.313
C -1.266 1.053 -3.047
Br -2.889 1.201 -2.089
C -0.202 0.424 -2.410
O -0.439 -0.139 -1.202
C 1.038 0.447 -3.057
C 1.069 0.976 -4.352
C 2.315 -0.006 -2.349
C 2.213 -1.453 -1.857
C 2.532 0.953 -1.174
C 3.545 0.084 -3.255
H 1.219 1.839 -8.226
H 1.185 0.402 -7.204
H 2.218 1.771 -6.787
H 0.466 4.085 -7.275
H 1.258 3.832 -5.718
H -0.478 4.136 -5.785
H -1.074 2.255 -8.233
H -2.042 2.473 -6.794
H -1.486 0.857 -7.239
H -2.109 2.056 -4.732
H 2.010 0.966 -4.878
H 1.361 -1.606 -1.199
H 3.121 -1.715 -1.308
H 2.126 -2.145 -2.697
H 1.675 0.942 -0.501
H 2.656 1.975 -1.539
H 3.427 0.680 -0.610
H 3.454 -0.551 -4.139
H 4.416 -0.256 -2.692
H 3.740 1.106 -3.581
C -2.680 -1.857 -4.289
C -3.405 -2.910 -3.464
P -3.732 -2.465 -1.729
C -5.321 -1.551 -1.821
C -6.601 -2.375 -1.912
C -4.074 -4.047 -0.877
C -4.650 -5.200 -1.696
H -2.417 -2.258 -5.267
H -1.755 -1.519 -3.815
H -3.295 -0.970 -4.458
H -2.833 -3.842 -3.451
H -4.370 -3.158 -3.917
H -5.215 -0.916 -2.708
H -5.378 -0.859 -0.975
H -6.618 -3.014 -2.796
H -7.464 -1.713 -1.980
H -6.743 -3.011 -1.038
H -4.732 -3.806 -0.038
H -3.132 -4.349 -0.414
H -5.517 -4.916 -2.289
H -4.966 -6.002 -1.029
H -3.912 -5.622 -2.376
F -4.562 -2.912 3.215
C -4.769 -1.720 2.680
F -5.960 -1.723 2.063
F -4.789 -0.798 3.642
C -3.687 -1.363 1.638
O -3.711 -0.171 1.182
O -2.864 -2.226 1.252
C 1.319 -0.184 2.057
C 2.171 -0.134 3.321
As 2.862 1.665 3.725
C 4.160 1.733 2.278
C 5.075 0.717 2.003
C 5.930 0.821 0.916
C 5.884 1.944 0.095
C 4.986 2.962 0.367
C 4.126 2.855 1.458
C 3.969 1.125 5.235
C 3.372 0.460 6.304
C 4.117 0.128 7.428
C 5.461 0.466 7.499
C 6.056 1.142 6.445
C 5.314 1.471 5.317
P -0.491 -0.088 2.189
C -0.809 -1.141 3.639
C -0.664 -2.519 3.479
C -0.800 -3.379 4.555
C -1.098 -2.874 5.816
C -1.242 -1.506 5.989
C -1.090 -0.644 4.909
C -0.991 1.602 2.600
C -0.195 2.647 2.125
C -0.591 3.968 2.281
C -1.793 4.259 2.903
C -2.609 3.227 3.348
C -2.222 1.907 3.185
H 1.475 -1.139 1.539
H 1.637 0.562 1.327
H 3.037 -0.781 3.167
H 1.660 -0.507 4.209
H 5.134 -0.154 2.646
H 6.641 0.031 0.712
H 6.557 2.026 -0.748
H 4.953 3.841 -0.263
H 3.430 3.660 1.666
H 2.320 0.199 6.284
H 3.647 -0.393 8.252
H 6.041 0.207 8.374
H 7.102 1.414 6.498
H 5.799 1.996 4.503
H -0.442 -2.939 2.502
H -0.679 -4.444 4.414
H -1.212 -3.544 6.656
H -1.462 -1.102 6.968
H -1.166 0.421 5.078
H 0.745 2.442 1.633
H 0.048 4.762 1.920
H -2.102 5.288 3.033
H -3.558 3.452 3.816
H -2.897 1.124 3.507
*
```


C19H15MoN9O4S5 as an isolated structure, computed with ωB97M-V with the def2-TZVPD basis set.

For the HOMO-LUMO gap (spin up / spin down), the calculation gives 5.27 / 4.87 eV. As for the highest occupied orbital energy (spin up / spin down): -7.66 / -7.47 eV.

The geometry in ORCA input format:
```
! wB97M-V def2-TZVPD RIJCOSX def2/J DEFGRID3
* xyz 0 1
Mo -0.339 -0.799 0.616
N 1.631 1.748 1.561
N 1.635 1.538 2.948
C 0.780 0.679 3.528
N 0.624 0.809 4.844
N 0.168 -0.246 2.760
N -0.610 -1.209 3.341
O -0.689 -1.447 4.520
O -1.195 -1.847 2.459
H 2.519 2.171 1.325
H 0.851 2.387 1.353
H 1.860 2.338 3.523
H 0.859 1.694 5.260
H -0.080 0.249 5.299
S -2.573 1.163 3.818
C -1.837 1.871 2.533
S -1.869 1.027 0.934
S -1.081 3.371 2.386
S -2.293 -1.353 -0.652
C -2.386 -3.076 -0.579
C -3.631 -3.667 -0.955
N -4.632 -4.143 -1.261
C -1.289 -3.822 -0.277
S 0.198 -3.051 0.138
C -1.294 -5.248 -0.343
N -1.293 -6.397 -0.382
O -3.454 2.396 -5.805
C -2.775 3.075 -4.857
O -2.845 4.269 -4.805
C -1.945 2.275 -3.894
C -1.596 0.944 -4.097
C -0.812 0.272 -3.172
C -0.392 0.945 -2.037
C -0.729 2.273 -1.815
C -1.497 2.936 -2.755
N 0.424 0.250 -1.076
C 1.677 0.181 -1.357
C 2.526 -0.507 -0.414
C 3.902 -0.640 -0.566
C 4.615 -1.296 0.417
C 3.926 -1.814 1.508
C 2.556 -1.661 1.574
N 1.862 -1.004 0.638
H -3.403 1.447 -5.650
H -1.901 0.404 -4.986
H -0.551 -0.768 -3.315
H -0.401 2.771 -0.914
H -1.769 3.973 -2.615
H 2.071 0.632 -2.263
H 4.383 -0.234 -1.445
H 5.686 -1.417 0.332
H 4.437 -2.353 2.292
H 1.973 -2.089 2.379
*
```


Listing E for the structures above in their given order: -9117.80395; -3585.86004 a.u..